<a>
9
Properties=species:S:1:pos:R:3 method="wB97M-V/def2-TZVPD" homo_energy_ev=-16.38 total_charge=+1 smiles="C[N+](=O)NCl" homo_lumo_gap_ev=9.79
N -0.03517 0.92447 -0.11624
O 0.79958 1.73148 -0.38165
Cl -2.44727 -0.05333 0.22088
H 0.03372 -0.86523 -1.09530
C 0.31627 -0.47099 -0.05783
H -1.71287 2.20845 -0.49940
N -1.32152 1.21716 0.04622
H 1.32576 -0.53117 0.06130
H -0.02308 -1.11458 0.74328



<b>
9
Properties=species:S:1:pos:R:3 method="wB97M-V/def2-TZVPD" homo_energy_ev="-15.10 / -16.07" total_charge=+1 homo_lumo_gap_ev="7.99 / 8.73"
H -1.28248 -1.58357 -0.29115
H -0.75324 1.79311 1.05806
H 0.22031 -2.24658 -0.69949
N -0.23828 -1.39390 -0.38062
O 1.13383 0.47949 0.11841
C 0.25035 -0.30233 0.02506
H -0.98923 1.86095 -0.53898
N -1.30690 1.27172 0.35743
Cl 2.96564 0.12112 0.35128



The structure with the greatest stability is <a>.



<a>
23
Properties=species:S:1:pos:R:3 method="wB97M-V/def2-TZVPD" homo_energy_ev=-6.77 total_charge=0 homo_lumo_gap_ev=6.16
H 0.78528 -0.18661 -1.08185
N -1.75257 -1.92729 -0.01283
O 2.77252 3.47574 -1.11791
O 2.27939 1.84947 -2.63919
C 2.18894 2.50329 -1.58268
C 1.12738 1.78603 -0.61327
H -2.29165 -1.86395 -0.84595
C 0.67354 2.70219 0.53453
H 1.77902 0.96337 -0.29273
H -1.47843 -3.13948 1.72081
H 0.25294 3.63084 0.17425
H 1.36124 2.68930 1.37746
N 0.45902 -1.84412 0.89756
H 1.08503 -1.06512 1.11923
H 0.28035 1.66830 -1.27939
C -0.46842 -1.51092 -0.05089
H -0.17114 2.21973 1.08036
C -2.25791 -2.73114 1.08602
H -0.78750 -0.63654 -1.75778
H 0.02602 -2.20584 1.73225
N -0.08515 -0.74578 -1.03511
H -2.92206 -3.54548 0.84212
H -2.85586 -2.08600 1.74499



<b>
23
Properties=species:S:1:pos:R:3 method="wB97M-V/def2-TZVPD" homo_energy_ev=-8.43 total_charge=0 homo_lumo_gap_ev=9.24
N 1.34910 -0.43749 0.77948
O -1.35114 1.82655 0.32315
H -0.25010 -1.54969 -0.15577
H 0.99423 -0.19026 2.92962
H -2.57347 0.75872 1.74972
O -2.23211 0.03773 1.28852
C 2.36224 0.62314 0.70995
H 3.00210 0.79894 1.60701
C -1.59848 0.55075 -2.36079
C -2.00624 0.02678 -0.96975
N 0.87667 -0.82634 -1.62734
H 3.14448 0.55670 -0.14167
C 0.60287 -0.88682 -0.35111
H -2.20123 0.19054 -3.16413
H -1.74731 1.61795 -2.35450
N -1.76473 0.71953 0.12663
H -2.40687 -0.99117 -0.69626
H 0.06363 -1.37520 1.93075
H -0.66789 0.15885 -2.72034
H 1.79533 -1.74117 2.39318
C 1.04732 -0.98979 2.09838
H 1.80597 -0.46566 -1.83984
H 1.75563 1.58741 0.44511



The structure with the greatest stability is <a>.



<a>
16
Properties=species:S:1:pos:R:3 method="wB97M-V/def2-TZVPD" homo_energy_ev=-7.65 total_charge=0 smiles=CSSC.O.O homo_lumo_gap_ev=8.26
H -1.45638 -1.71220 1.84648
H 3.58062 0.28398 0.35458
S -0.88691 0.47374 0.81965
C -1.56502 -0.66685 2.07746
H 0.19764 -2.24375 -0.44739
H -0.37173 -2.31182 -2.15533
H -1.52903 -2.40106 -0.82082
H -2.59278 -0.35822 2.26135
H 1.20820 3.35598 -2.02173
H 0.02636 3.02754 -1.09634
O 2.81401 0.77388 0.66132
C -0.58913 -1.98497 -1.14342
O 0.26302 3.09485 -2.02606
H -0.97169 -0.41918 2.95718
H 2.51632 1.25137 -0.11737
S -0.64348 -0.16331 -1.14957



<b>
16
Properties=species:S:1:pos:R:3 method="wB97M-V/def2-TZVPD" homo_energy_ev=-8.08 total_charge=0 smiles=CSSC.O.O homo_lumo_gap_ev=7.85
O 0.29683 2.88090 -1.63150
O 2.73925 0.82046 0.19723
H -0.38598 -1.07363 3.34350
H 0.59415 3.31808 -0.86818
S -0.22017 -0.41946 -1.01744
H -2.03976 -1.81369 -0.58174
H -2.11257 -0.50234 2.58454
C -1.05532 -2.08659 -0.88649
H 3.40933 1.19163 -0.49993
H -0.13818 2.00022 -1.28120
H -0.48627 -2.87316 -0.42801
H -1.16000 -2.30300 -2.01866
H -1.22550 -2.09786 1.90960
C -1.05796 -1.08795 2.32769
H 2.42593 0.03142 -0.31835
S -0.43546 0.01688 1.07903



The structure with the greatest stability is <a>.



<a>
7
Properties=species:S:1:pos:R:3 method="wB97M-V/def2-TZVPD" homo_energy_ev=-10.66 total_charge=0 homo_lumo_gap_ev=11.03
N 0.07689 0.13932 -2.07946
N 0.69259 0.06909 -1.13637
O -1.62387 0.15001 -0.15417
H 1.74790 -0.35134 0.43493
O -0.77624 -0.17778 1.99010
C -1.08574 -0.00386 0.87605
N 0.96846 0.17456 0.06892



<b>
7
Properties=species:S:1:pos:R:3 method="wB97M-V/def2-TZVPD" homo_energy_ev=-10.49 total_charge=0 homo_lumo_gap_ev=11.15
N 0.98208 -0.17555 -0.34256
O -1.39907 0.40391 0.96044
O -0.89030 -1.87160 0.91027
N 0.31928 2.05575 -0.69575
C -1.10959 -0.72733 0.91852
H 1.40064 -0.67995 -1.11443
N 0.69697 0.99478 -0.63648



The structure with the greatest stability is <b>.